{"formula": "C34H39BiF2N4O3", "method": "ωB97M-V/def2-TZVPD", "gap_ha": [0.226, 0.103], "e_lumo_ev": [-0.90, -0.93], "multiplicity": 1, "species": ["Bi", "F", "F", "O", "O", "O", "N", "N", "N", "N", "C", "C", "C", "C", "C", "C", "C", "C", "C", "C", "C", "C", "C", "C", "C", "C", "C", "C", "C", "C", "C", "C", "C", "C", "C", "C", "C", "C", "C", "C", "C", "C", "C", "C", "H", "H", "H", "H", "H", "H", "H", "H", "H", "H", "H", "H", "H", "H", "H", "H", "H", "H", "H", "H", "H", "H", "H", "H", "H", "H", "H", "H", "H", "H", "H", "H", "H", "H", "H", "H", "H", "H", "H"], "xyz": [[1.3843, -2.5795, -1.6992], [2.2632, -5.8918, 3.6203], [-0.5019, 2.4758, 2.6035], [-0.6738, -3.5945, -1.9010], [-2.7740, -3.5890, -2.7228], [-0.0301, -1.2131, -0.5374], [3.0049, -0.9721, -1.3573], [-3.2635, 3.2064, 2.7019], [-4.1129, -0.7436, -0.1683], [-4.0522, 5.5182, 4.1013], [-1.9138, -3.0842, -2.0468], [3.8750, -0.5059, -2.1681], [3.5322, 0.1125, -3.5177], [2.3713, -3.8288, 2.4924], [5.5935, -0.4584, 0.8369], [5.7511, -2.4999, -0.5845], [1.9541, -5.1609, 2.4542], [-4.3658, 4.1203, 4.6523], [1.3895, -5.7620, 1.3510], [5.3048, -0.2902, -1.7764], [-2.8762, 2.0891, 1.9961], [-5.5779, -0.5066, -0.1789], [6.1090, 0.5531, -2.5570], [-3.2343, 0.1386, 0.5058], [2.0485, 0.6062, -5.5768], [1.5294, -3.5883, 0.2570], [-1.4476, 1.7152, 1.9745], [2.1460, -0.0136, -4.1462], [-1.3336, -1.1732, -0.4951], [-1.8572, -0.0764, 0.3619], [2.0763, -3.0241, 1.3843], [-4.4041, 3.0782, 3.5595], [-2.2704, -1.9483, -1.1867], [1.1938, -4.9271, 0.2362], [4.4150, 0.9462, -4.2151], [1.0906, 0.6842, -3.2661], [5.7114, 1.1812, -3.7125], [-6.3425, -1.4485, 0.7815], [-3.1446, 4.4954, 2.0498], [-3.6303, -1.7544, -0.9629], [-0.9576, 0.7853, 1.0666], [-2.9201, 5.5488, 3.1496], [5.9771, -0.9429, -0.5534], [-3.7013, 1.2030, 1.3471], [1.3105, 1.7505, -3.4064], [1.9773, -1.1214, -4.2901], [-4.1000, 4.7644, 1.6430], [2.1149, 1.6967, -5.4641], [-5.8429, -1.5422, 1.7081], [2.8045, -3.4795, 3.3987], [-4.3823, -2.3752, -1.5332], [-5.9215, -0.5453, -1.2490], [1.3078, 0.4284, -2.2023], [-2.4255, 4.4904, 1.2653], [-4.4414, 2.0533, 3.9477], [-5.3711, 3.1881, 2.9387], [-1.9284, 5.4389, 3.6574], [1.0910, 0.3601, -6.0349], [6.1833, -3.0355, 0.2799], [-3.5786, 3.9425, 5.3971], [-6.3994, -2.4925, 0.4023], [7.0955, -0.7994, -0.7142], [4.5886, -0.7350, 1.1068], [6.1736, -3.0047, -1.4509], [-5.3100, 4.0657, 5.1777], [-4.8502, 5.9775, 3.5756], [1.0886, -6.8127, 1.2685], [0.1139, 0.6180, 0.9818], [2.2737, -1.9454, 1.3446], [-7.3896, -1.0382, 0.8519], [-4.7715, 1.4464, 1.4059], [5.8075, 0.6250, 0.9571], [6.1618, -0.9335, 1.6405], [-2.9483, 6.5820, 2.7480], [0.0449, 0.5185, -3.5567], [2.8307, 0.2500, -6.2139], [-3.9758, 6.2024, 4.8706], [7.1369, 0.7945, -2.2131], [-5.7846, 0.5145, 0.1262], [4.6717, -2.6711, -0.5220], [4.1522, 1.4225, -5.1796], [6.3866, 1.8835, -4.1710], [0.7701, -5.3622, -0.6458]], "forces_ev_per_angstrom": [[0.08, 0.61, -0.09], [-0.66, 0.61, -1.65], [-1.16, -0.31, -0.11], [-2.21, 1.31, -0.37], [-0.66, -0.26, -0.75], [-1.83, -0.16, -0.51], [-0.96, -1.67, 1.04], [0.48, -0.31, 0.32], [0.18, -0.20, -0.56], [-0.65, -1.50, -0.24], [2.72, -2.16, 0.32], [1.14, 1.91, -1.61], [0.33, 0.81, -0.69], [-1.26, -0.30, -0.91], [0.58, 0.93, 0.39], [-0.17, 0.20, 0.48], [1.19, -0.37, 1.46], [0.62, 0.29, 0.10], [-0.33, 0.14, -0.51], [0.11, 0.38, -0.10], [2.98, -1.78, -0.31], [-0.26, -0.40, -0.34], [0.72, -0.43, 1.36], [-0.15, -0.42, 0.30], [-0.39, 0.00, 1.27], [0.03, -0.19, -0.62], [-0.04, 0.58, -1.90], [-0.23, -0.99, -0.69], [2.05, 1.87, 0.92], [0.15, 0.04, 0.05], [0.63, 0.41, 0.74], [-1.47, 0.13, -1.24], [-0.84, 0.14, 0.72], [0.22, -0.58, 0.74], [0.28, -0.43, 0.37], [0.79, -0.03, 0.60], [-0.97, -0.01, -0.20], [-1.14, -0.09, -2.10], [-0.61, 0.52, 2.00], [-0.22, 1.19, 0.01], [-0.87, -0.28, 0.95], [1.71, 0.61, -0.33], [1.02, -1.59, -0.61], [-1.01, 0.03, -0.69], [-0.26, -0.03, 0.27], [-0.22, 0.91, 0.39], [-0.78, 0.06, -0.81], [-0.02, -0.21, -0.32], [0.33, 0.38, 1.21], [0.32, 0.39, 0.47], [1.02, 0.76, 0.84], [0.24, -0.31, 1.07], [-0.65, 0.29, -0.75], [0.84, 0.05, -0.34], [0.14, 0.31, 0.30], [0.98, 0.10, 0.92], [-1.04, -0.17, -0.24], [-0.07, -0.01, 0.11], [0.02, 0.59, -0.11], [-0.11, -0.17, -0.41], [-0.05, 0.71, -0.05], [-1.29, 0.08, 0.31], [-0.72, 0.38, -0.31], [-0.14, 0.24, -0.33], [-0.35, 0.78, 0.09], [-0.72, -0.30, -0.08], [0.28, 0.47, 0.45], [-0.25, 0.07, -0.02], [0.27, -0.46, 0.34], [1.04, -0.60, 0.31], [0.54, -0.31, -0.09], [-0.58, -0.49, -0.10], [0.50, -0.22, -0.38], [0.00, -0.44, -0.03], [0.28, -0.21, 0.08], [0.44, -0.18, -0.48], [0.51, 0.45, 0.73], [-0.72, -0.44, -0.06], [0.26, 0.01, -0.05], [0.15, -0.11, -0.20], [0.09, -0.41, 0.96], [0.05, 0.04, -0.31], [-0.25, -0.21, -0.40]], "mulliken_charge": [1.2746, -0.3381, -0.3310, -0.6109, -0.6688, -0.3556, -0.5099, 0.8731, 0.1971, -1.3329, 0.0691, 0.0679, 0.9291, -0.6653, -1.2986, -1.2728, 0.4296, -1.8764, -0.7978, 0.2794, -1.1148, -0.8800, -0.7019, 0.4403, -2.0888, -0.1849, -0.4688, 1.1432, 1.2429, 0.8112, 0.0332, -0.4444, -0.3487, -0.3684, -0.4597, -1.0900, -1.2670, -1.0945, -0.6179, -0.2385, -0.7478, -1.9363, 0.5565, -0.1493, 0.4107, -0.0007, 0.3141, 0.4188, 0.3592, 0.4972, 0.5222, 0.4398, 0.1714, 0.5303, 0.4743, 0.3777, 0.2094, 0.4207, 0.4046, 0.2100, 0.3305, 0.3353, 0.1127, 0.3586, 0.7955, 1.0385, 0.4076, 0.5611, 0.3047, 0.3648, 0.1269, 0.3138, 0.4455, 0.9734, 0.2978, 0.5292, 1.0827, 0.2807, 0.3663, 0.0503, 0.2860, 0.3665, 0.4247]}


{"formula": "C34H39BrFN4O4ReSe2", "method": "ωB97M-V/def2-TZVPD", "gap_ha": [0.212, 0.228], "e_lumo_ev": [-4.80, -4.28], "multiplicity": 4, "charge": 1, "de_lowest_ev": 0.848, "species": ["Re", "Br", "Se", "Se", "F", "O", "O", "O", "O", "N", "N", "N", "N", "C", "C", "C", "C", "C", "C", "C", "C", "C", "C", "C", "C", "C", "C", "C", "C", "C", "C", "C", "C", "C", "C", "C", "C", "C", "C", "C", "C", "C", "C", "C", "C", "C", "C", "H", "H", "H", "H", "H", "H", "H", "H", "H", "H", "H", "H", "H", "H", "H", "H", "H", "H", "H", "H", "H", "H", "H", "H", "H", "H", "H", "H", "H", "H", "H", "H", "H", "H", "H", "H", "H", "H", "H"], "xyz": [[0.4133, -0.0238, 0.4916], [4.4390, 0.5553, -3.8724], [-0.6514, 2.0536, 2.9220], [1.4171, -0.5861, 3.7432], [0.9840, -0.5563, -2.1276], [3.2947, -1.5947, 2.1039], [1.2136, -2.3238, -0.0184], [2.2569, 0.0566, 1.0773], [-1.0423, -1.4652, 0.7944], [0.1730, -3.0642, -0.0854], [-0.9687, -2.6641, 0.2893], [-0.7401, 1.0633, -0.6745], [4.9061, -2.8094, -1.5553], [0.5589, 3.8022, -0.5931], [-3.4504, 3.1445, 0.8248], [-0.8205, 3.4390, -0.0536], [0.5663, 3.9720, -2.1181], [4.9508, -1.9362, -2.5411], [-1.0561, 0.8547, 4.4257], [-1.5127, 4.4922, 0.5357], [0.2567, -4.3492, -0.6653], [-0.7178, -6.4905, -1.0787], [3.8324, -1.1961, -0.1745], [-3.5003, 0.1087, 1.6429], [-0.8039, 1.0042, -2.0677], [-1.4626, 2.1777, -0.1281], [0.0275, 0.0725, -4.1820], [1.3894, -5.9036, -2.0757], [0.6829, -2.3844, 3.8312], [-0.9073, 0.8089, -4.8900], [0.3579, -6.8101, -1.8948], [0.0165, 3.5721, 3.9616], [-3.4031, -0.2373, -0.8555], [-1.7301, 1.7451, -2.8242], [-2.8077, 2.0345, 0.2780], [-0.7789, -5.2570, -0.4612], [1.7005, 2.8914, -0.1510], [3.1167, -0.9202, 1.1068], [4.4367, -0.6513, -2.4090], [-1.7795, 1.6397, -4.2002], [4.3597, -2.4676, -0.4075], [-3.6462, 0.7680, 0.2646], [0.1952, 0.2829, 5.0525], [1.3498, -4.6650, -1.4620], [3.8809, -0.2644, -1.2014], [0.0532, 0.1777, -2.8090], [-2.8140, 4.3563, 0.9800], [-1.7011, 0.0777, 4.0138], [0.7942, 1.0796, 5.5041], [-2.4129, 2.4089, -2.3175], [-4.1449, -1.0285, -0.7877], [-0.9515, 0.7341, -5.9652], [1.3305, -3.0137, 3.2267], [-4.4807, 3.0480, 1.1353], [-1.0273, 5.4512, 0.6230], [-0.0509, -0.4391, 5.8335], [3.5034, 0.7387, -1.0633], [0.7261, -0.5892, -4.6709], [5.4003, -2.2693, -3.4657], [-1.6024, -4.9886, 0.1795], [-3.8793, 0.7691, 2.4218], [-3.3288, 5.1935, 1.4254], [-1.6280, 1.4396, 5.1504], [-0.8276, 4.0209, 4.4860], [-2.5136, 2.2164, -4.7417], [-2.4456, -0.0891, 1.8355], [2.1440, -3.9485, -1.5972], [1.6807, 1.9465, -0.7029], [-1.5019, -7.2127, -0.9230], [-4.6901, 1.0887, 0.1695], [4.3203, -3.2250, 0.3613], [0.4332, 4.2909, 3.2615], [-3.4975, 0.2336, -1.8298], [-0.3054, 4.5332, -2.4460], [0.7739, 4.7900, -0.1734], [0.7819, 3.2619, 4.6684], [0.6998, -2.7234, 4.8634], [-2.4253, -0.6975, -0.7731], [1.4551, 4.5221, -2.4171], [0.4021, -7.7711, -2.3833], [-0.3374, -2.3940, 3.4510], [2.2291, -6.1629, -2.6987], [0.5800, 3.0188, -2.6381], [2.6562, 3.3688, -0.3634], [1.6500, 2.6983, 0.9227], [-4.0483, -0.8311, 1.6768]], "forces_ev_per_angstrom": [[-1.20, -1.39, 0.36], [0.04, -0.16, 0.16], [-0.37, 0.11, 0.38], [-0.94, 0.18, 0.75], [-0.21, 0.19, 0.03], [0.04, 0.43, -1.01], [-0.16, 0.95, 0.27], [-1.64, 2.00, -1.03], [1.91, 1.41, 0.02], [-0.74, 1.56, 0.72], [-0.28, -1.18, -0.49], [1.17, -0.49, 0.87], [0.20, -0.72, 0.02], [0.06, -0.21, -0.16], [0.09, 0.13, -0.09], [-0.11, -0.12, 0.07], [0.04, 0.13, 0.16], [-0.13, 0.56, -0.31], [0.19, 0.23, -0.21], [-0.07, -0.14, -0.09], [0.00, -1.35, -0.56], [0.08, 0.01, -0.05], [0.01, 0.01, -0.09], [-0.03, 0.12, -0.12], [0.21, -0.53, -1.43], [-0.63, 0.96, 0.58], [0.01, -0.03, 0.14], [-0.06, -0.06, 0.00], [-0.04, 0.06, 0.24], [0.03, 0.01, 0.16], [0.07, 0.03, 0.02], [-0.06, -0.17, 0.02], [-0.04, 0.14, 0.04], [0.20, -0.16, 0.17], [0.20, 0.09, -0.18], [0.10, 0.12, 0.10], [-0.20, 0.14, 0.12], [1.99, -2.42, 0.54], [-0.03, 0.13, -0.02], [-0.01, 0.01, -0.01], [-0.15, 0.42, 0.39], [0.07, -0.25, 0.16], [0.34, -0.24, -0.29], [-0.09, 0.30, 0.21], [0.11, -0.12, -0.06], [-0.14, 0.17, 0.20], [-0.01, -0.15, -0.06], [0.02, 0.04, 0.01], [-0.05, -0.17, -0.03], [-0.02, 0.03, 0.02], [-0.10, -0.09, 0.01], [0.00, 0.00, -0.07], [0.00, 0.00, -0.04], [-0.09, -0.09, 0.04], [0.12, 0.14, -0.01], [0.07, 0.01, -0.02], [-0.06, 0.01, -0.03], [0.09, -0.03, -0.02], [0.03, 0.06, -0.13], [-0.10, -0.05, 0.03], [0.02, 0.01, 0.08], [-0.06, 0.08, 0.03], [-0.04, -0.05, -0.09], [0.09, -0.05, -0.06], [-0.05, 0.06, -0.03], [-0.17, -0.07, 0.15], [0.08, 0.08, -0.02], [0.12, 0.04, -0.07], [-0.15, -0.04, 0.04], [0.14, 0.08, 0.00], [-0.04, -0.02, 0.15], [0.01, -0.01, -0.04], [-0.04, -0.07, -0.10], [-0.07, 0.05, -0.09], [-0.04, -0.10, 0.01], [0.03, 0.00, -0.05], [0.01, -0.09, -0.01], [-0.08, -0.06, -0.14], [0.11, 0.07, -0.05], [-0.02, -0.10, -0.02], [0.05, -0.04, -0.03], [0.13, 0.01, -0.08], [0.01, -0.06, -0.05], [0.10, -0.07, -0.02], [0.10, -0.07, 0.02], [0.01, -0.10, 0.05]], "mulliken_charge": [1.0624, -0.1531, 0.5242, 0.2444, 0.4215, -0.6640, -0.4684, -0.4696, -0.0408, 1.2177, -1.1413, 0.9621, -0.6248, 0.5518, -0.9263, 0.8919, -1.5726, -0.1547, -0.7432, -1.0933, 0.4148, -0.6382, 0.5205, -0.6941, 1.2418, -0.5871, -1.1348, -0.6971, -0.8639, -0.6052, -0.4998, -1.2376, -1.5086, -0.6986, 0.4999, -0.4569, -0.2614, 0.1115, -0.2621, -1.0583, -0.5410, 0.5245, -0.9786, -0.2512, -0.0174, -0.3682, -1.4105, 0.2703, 0.3198, 0.6515, 0.5483, 0.4536, 0.2306, 0.4715, 0.4846, 0.5441, 0.7234, 0.5442, 0.4017, 0.4905, 0.4017, 0.4390, 0.5345, 0.3869, 0.4899, -0.5612, 0.2710, -0.9022, 0.4090, 0.5797, 0.5732, 0.3032, 0.3098, 0.3510, 0.8265, 0.3840, 0.4556, 0.0249, 0.5356, 0.4125, 0.2211, 0.4404, 0.1933, 0.6209, 0.2520, 0.5472]}